ORCA calculation (ωB97M-V/def2-TZVPD) on a structure of composition C30H54BClIrO2P2Si2 in a non-equilibrium geometry.

The geometry in XYZ format:
```
93
Properties=species:S:1:pos:R:3
Ir -0.23918 -0.01408 -0.84728
C -2.12148 0.08212 1.92527
C -2.23884 1.23078 1.13139
C -2.46931 0.76533 -0.23314
Si -1.77296 2.98501 1.58390
C -2.44158 -0.66916 -0.21312
C -2.14907 -1.08109 1.15705
Si -1.59976 -2.78834 1.68133
H -2.14868 0.07138 3.02424
H -2.89177 1.35732 -1.06459
H -2.80890 -1.30502 -1.03286
Cl 2.30120 0.41609 -5.13297
C -1.05445 -2.71551 3.46125
C -2.94042 -4.04888 1.37974
C -1.50986 3.11408 3.41921
C -3.10474 4.17020 1.01969
H -3.92257 -3.58098 1.52806
H -2.82083 -4.83980 2.13233
H -2.92235 -4.51404 0.38512
H -0.11029 -2.17809 3.62805
H -0.93180 -3.75145 3.80552
H -1.83135 -2.23720 4.07148
H -4.08884 3.69681 1.15290
H -3.03067 4.53593 -0.01389
H -3.03976 5.02862 1.70542
H -2.35257 2.66300 3.95883
H -1.47263 4.18561 3.65722
H -0.58570 2.63374 3.76749
C -0.10412 -3.16444 0.58448
C -0.15443 3.21737 0.62568
P 0.09700 -2.27114 -0.98723
H -0.15148 -4.24641 0.37103
H 0.79275 -2.96101 1.18746
P 0.08407 2.23775 -0.92699
H 0.65080 2.94273 1.32637
H -0.08454 4.29982 0.40570
C 1.80337 2.71518 -1.44864
C -1.22691 3.11378 -1.99376
C -1.27892 -3.03994 -2.04059
C 1.71045 -2.89368 -1.69548
C 2.91231 -2.00479 -1.37433
H 1.55597 -2.86468 -2.78518
C 2.04681 -4.33529 -1.28587
H 2.21319 -4.39457 -0.20180
H 2.98299 -4.61606 -1.79327
H 1.27386 -5.05844 -1.57263
H 2.95094 -1.12177 -2.01150
H 3.83241 -2.58052 -1.53529
H 2.91759 -1.70174 -0.32151
H -2.15055 -3.04488 -1.36852
C -1.01335 -4.47613 -2.48221
C -1.59866 -2.18565 -3.26465
H -0.87029 -5.17630 -1.64938
H -0.13804 -4.49798 -3.14369
H -1.88108 -4.81425 -3.06653
H -1.81376 -1.13449 -3.02846
H -2.48642 -2.60977 -3.75614
H -0.78341 -2.21193 -3.99943
H -2.10220 3.15983 -1.32825
C -1.63084 2.32449 -3.23031
C -0.87420 4.53813 -2.41565
H -0.59242 5.19174 -1.58197
H -1.74764 4.99262 -2.90918
H -0.06807 4.51727 -3.16065
H -1.85020 1.27655 -3.00037
H -0.83681 2.36068 -3.98375
H -2.52610 2.77833 -3.67976
C 2.82595 1.90096 -0.64444
C 2.14272 4.20638 -1.31601
H 1.84233 2.44605 -2.51486
H 2.03365 4.54816 -0.27868
H 1.55899 4.85347 -1.97853
H 3.19372 4.34343 -1.60620
H 2.91425 2.27636 0.38483
H 3.80458 2.01528 -1.13065
H 2.61045 0.82604 -0.57181
C 0.69491 0.06257 -2.60814
H 1.76272 0.46616 -2.21249
H 0.07041 0.85241 -3.27494
H 0.70241 -1.01152 -3.11802
O 1.86460 -1.04114 1.46157
B 0.81876 -0.03961 1.04832
O 0.80776 0.91100 2.20641
C 1.68729 0.46675 3.14037
C 1.85848 0.93637 4.43349
C 2.68897 0.18748 5.27227
C 3.31524 -0.98343 4.82595
C 3.15376 -1.43863 3.51874
C 2.33612 -0.68840 2.68279
H 1.38999 1.85530 4.75197
H 2.84328 0.52031 6.30256
H 3.91816 -1.58176 5.52512
H 3.59956 -2.36282 3.18498
```

Values from the calculation:
HOMO (alpha / beta), eV: -4.28 / -6.63
Multiplicity: 6

ORCA calculation (ωB97M-V/def2-TZVPD) on the ion C7H10N with charge +1 in a non-equilibrium geometry.

The geometry in XYZ format:
```
18
Properties=species:S:1:pos:R:3
C -0.74682 -1.18370 0.12531
C -0.69283 1.08375 -0.27817
C 0.69474 -1.15259 0.21774
C 0.68610 1.12429 -0.25143
C -1.51290 -0.03516 -0.10184
C 1.44472 -0.04264 -0.04165
C -2.97998 0.02127 0.03966
N 2.87059 0.00357 0.01234
H -1.16257 -2.20640 0.35795
H -1.25307 2.05477 -0.48531
H 1.40276 -1.97038 0.40488
H 1.12376 2.11612 -0.41172
H -3.31529 0.16711 1.04332
H -3.39796 -0.84240 -0.27112
H -3.26830 0.87411 -0.50241
H 3.46794 0.76113 0.58083
H 3.26208 0.05638 -0.94407
H 3.37701 -0.82924 0.50569
```

Values from the calculation:
HOMO, eV: -13.34
Net charge: +1
Energy above the lowest of the compared OMol25 structures with the same formula, charge and spin, eV: 0.211
SMILES: Cc1ccc([NH3+])cc1

ORCA calculation (ωB97M-V/def2-TZVPD) on a structure of composition C29H46BrN3P2PtS in a non-equilibrium geometry.

The geometry in XYZ format:
```
83
Properties=species:S:1:pos:R:3
N -5.92394 4.18497 -5.35017
C -5.69882 4.51386 -4.08151
C -4.98325 3.65739 -3.23537
C -4.35482 2.52253 -3.78118
C -4.63284 2.16779 -5.10284
C -5.44522 3.05333 -5.85366
C -3.23852 1.95767 -2.90222
Pt -2.56595 0.07346 -2.92592
P 3.20427 -0.33676 -1.06322
C -1.93616 1.79801 -3.59765
C -0.65265 2.07770 -2.86511
C 0.55248 1.81117 -3.54767
C 1.73612 2.04059 -2.84448
C 1.72225 2.19841 -1.47311
C 0.57212 2.70523 -0.88129
C -0.63288 2.60174 -1.57500
Br 1.37426 -0.03521 0.15552
H -3.22495 2.63027 -2.01312
H -1.95268 2.04448 -4.68930
H -4.81437 3.94328 -2.19979
H -4.22765 1.26835 -5.58185
H -6.06311 5.46328 -3.69868
H -5.69951 2.85497 -6.89733
H 0.51053 1.41844 -4.56442
H -1.58430 2.82736 -1.08317
H 2.67417 2.11385 -3.41369
H 0.52743 3.16185 0.11259
P -1.53876 -1.76383 -1.87499
C 3.79522 1.30238 -0.60995
C 5.10684 1.70573 -1.20216
H 3.85084 1.36897 0.49930
H 2.85835 2.06879 -0.91739
H 5.34916 2.75674 -0.98751
H 5.88019 1.10714 -0.69998
H 5.19956 1.57927 -2.28637
C 3.27497 -0.77740 -2.80550
C 4.52873 -1.57068 -3.23567
H 3.21526 0.14233 -3.40072
H 2.35987 -1.34616 -3.03692
H 4.56016 -1.61821 -4.33260
H 5.46878 -1.09507 -2.90719
H 4.50920 -2.61201 -2.89122
C 3.90624 -1.68300 -0.05976
C 4.85434 -1.33939 1.08807
H 4.38268 -2.38602 -0.74964
H 3.03255 -2.20406 0.36388
H 4.55660 -1.89404 1.98621
H 5.87846 -1.66284 0.85229
H 4.86238 -0.27970 1.36612
C -1.19800 -2.49942 -0.15376
C -1.63205 -3.95922 -0.03348
H -1.68818 -1.84453 0.58807
H -0.11506 -2.38865 0.01882
H -2.69591 -4.06264 0.20788
H -1.41068 -4.53314 -0.94205
H -1.07977 -4.44308 0.77789
C -0.16391 -2.65696 -2.73690
C -0.03315 -2.49394 -4.24051
H -0.35597 -3.70765 -2.48124
H 0.76187 -2.35395 -2.21994
H -0.86910 -2.97307 -4.75980
H 0.02989 -1.44474 -4.55604
H 0.88126 -3.00805 -4.56720
C -3.10916 -2.60725 -2.28017
C -4.13878 -2.13686 -1.26263
H -2.97391 -3.68890 -2.25545
H -3.34549 -2.27031 -3.29750
H -4.27848 -1.05266 -1.35110
H -5.09837 -2.61963 -1.47066
H -3.87385 -2.35016 -0.22229
C -1.31070 -1.56239 3.94241
N -0.55551 -0.32158 3.86104
C 0.48072 0.02151 4.70768
C 1.00615 1.19074 4.23741
N 0.31236 1.50868 3.08542
C -0.67821 0.58888 2.83106
S -1.72411 0.51734 1.53438
H -2.33514 -1.38442 3.59602
H -0.84637 -2.35297 3.32948
H -1.32629 -1.88044 4.99200
H 0.71453 -0.57537 5.57326
H 1.80888 1.78775 4.61327
H 0.49831 2.30793 2.48508
```

Values from the calculation:
HOMO (alpha / beta), eV: -17.88 / -18.48
Multiplicity: 5
Net charge: +4
Energy above the lowest of the compared OMol25 structures with the same formula, charge and spin, eV: 3.791

ORCA calculation (ωB97M-V/def2-TZVPD) on a cluster of 4 separate species, C15H19BrCl12FO3PS in total in a non-equilibrium geometry.

The geometry in XYZ format:
```
53
Properties=species:S:1:pos:R:3
C 0.58481 -1.66913 1.94909
C 0.78618 -1.04662 0.67998
C 1.08410 0.04171 -0.50896
C -0.08981 1.15854 -0.74642
Br 0.95343 2.59778 -1.74803
C -0.68099 2.03037 0.50797
F -0.42402 1.61296 1.90472
O -2.04942 2.56031 0.19414
C -2.34745 2.05877 -1.17060
O -3.17912 2.80054 -1.90578
C -1.50926 0.68184 -1.49198
C -2.14582 -0.77567 -1.01702
C -2.95538 -0.72019 0.40686
C -4.58767 -0.93706 0.15101
C -5.33719 0.40854 -0.41651
O -5.16091 0.49491 -1.89334
P -1.29807 0.35212 -3.40054
S -2.95351 0.63149 -4.40794
H 0.28410 -2.25247 2.94622
H 2.12016 0.59865 -0.40859
H 1.15646 -0.58568 -1.52150
H -0.05121 3.04240 0.44489
H -1.32267 -1.63895 -1.06524
H -2.94356 -1.07538 -1.85110
H -2.70926 0.19890 1.08774
H -2.61775 -1.68554 1.02224
H -4.78927 -1.87351 -0.56121
H -5.10515 -1.19407 1.19266
H -6.51428 0.41891 -0.22923
H -4.83921 1.32870 0.15640
H -5.40527 1.43602 -2.19164
H -1.01923 -1.08746 -3.49759
H -0.14810 1.01166 -3.96357
C 4.11704 -0.46807 3.26360
Cl 5.45340 -1.62076 3.10617
Cl 2.66684 -1.08215 2.45153
Cl 3.78018 -0.13539 4.97104
H 4.41113 0.46796 2.78192
C 5.30217 2.23168 -0.30337
Cl 6.83296 1.34692 -0.41831
Cl 4.05058 1.43828 -1.27480
Cl 4.78637 2.36576 1.38644
H 5.45651 3.23948 -0.69728
C 8.85778 1.70576 3.21365
Cl 10.13370 1.01295 4.22922
Cl 9.43124 1.91445 1.55015
Cl 7.41061 0.68403 3.24925
H 8.59526 2.68865 3.61322
C -5.19711 -5.05590 -1.97377
Cl -5.74527 -4.85964 -0.30035
Cl -6.42934 -4.47094 -3.10473
Cl -3.66378 -4.20577 -2.23000
H -5.03590 -6.12067 -2.16067
```

Values from the calculation:
HOMO, eV: -8.51